No. 1
This record from the OMol25 dataset describes C28H30N3OP2Pd as an isolated structure. The level of theory is the ωB97M-V functional and the def2-TZVPD basis.

Values from the calculation:
HOMO: -16.81 eV
Orbital gap: 5.947 eV
Charge: +3

```
65
Properties=species:S:1:pos:R:3:lowdin_charge:R:1
Pd 0.123 0.378 1.454 0.7441
P -0.461 1.606 -0.384 1.0440
P 0.055 -1.726 0.585 1.1000
O 0.226 1.949 3.084 -0.0644
N -2.655 2.279 -1.739 -0.1271
N -0.533 2.386 -2.924 -0.1284
N -1.071 4.057 -1.240 -0.1265
C 3.720 -0.616 -0.569 -0.1269
C -3.307 -3.695 -0.473 -0.0144
C -0.405 3.441 -0.110 -0.2528
C -0.129 -1.657 5.135 0.0059
C -2.258 -2.821 -2.475 -0.0255
C -1.255 -1.474 3.017 -0.1078
C 1.072 -1.965 4.500 -0.0094
C -0.040 -1.827 2.365 -0.3954
C 4.226 -1.807 -1.150 0.0559
C 3.966 1.695 0.111 -0.0148
C -0.395 3.784 -2.510 -0.1369
C -1.951 2.033 -3.001 -0.1401
C -1.274 -2.422 -0.315 -0.3482
C 2.151 -2.961 -0.756 -0.0097
C 2.632 1.705 0.593 -0.0838
C 1.131 -2.036 3.119 -0.0449
C -1.245 -2.273 -1.714 -0.0881
C 0.230 1.477 -2.096 -0.2500
C 2.391 -0.625 -0.086 -0.2021
C -2.303 -3.150 0.305 -0.0492
C -2.277 1.347 -0.698 -0.2600
C -1.284 -1.399 4.398 -0.0282
C 4.488 0.571 -0.464 0.0316
C 1.887 0.571 0.474 -0.2241
C -3.289 -3.522 -1.854 0.0090
C 3.465 -2.946 -1.248 -0.0037
C -2.483 3.680 -1.343 -0.1365
C 1.636 -1.822 -0.169 -0.3126
H -0.419 -1.764 -2.196 0.1015
H -2.211 -1.166 4.905 0.1336
H -2.950 4.307 -2.101 0.1500
H 3.877 -3.839 -1.698 0.1347
H -2.986 3.859 -0.392 0.1425
H -2.296 -3.330 1.371 0.1117
H -2.415 2.644 -3.774 0.1496
H 1.056 2.281 3.452 0.0958
H -0.167 -1.621 6.216 0.1371
H 1.286 1.750 -2.084 0.1091
H 1.959 -2.164 5.087 0.1356
H 4.561 2.594 0.201 0.1328
H -0.907 3.689 0.826 0.1075
H -2.846 1.530 0.215 0.1084
H 0.629 3.785 -0.053 0.1002
H 2.241 2.610 1.040 0.1048
H -2.240 -2.725 -3.552 0.1303
H -4.075 -3.959 -2.456 0.1362
H -0.434 2.064 3.781 0.0959
H -4.094 -4.274 -0.009 0.1335
H 0.661 4.042 -2.428 0.1435
H -2.165 -1.316 2.448 0.1115
H 0.138 0.453 -2.461 0.0926
H 5.241 -1.805 -1.530 0.1443
H -2.449 0.318 -1.022 0.0888
H -0.842 4.413 -3.278 0.1501
H 2.060 -2.286 2.621 0.1265
H -2.057 0.984 -3.281 0.1363
H 5.501 0.576 -0.844 0.1420
H 1.561 -3.868 -0.826 0.1347
```

No. 2
This record from the OMol25 dataset describes C28H31BiN4O2S as an isolated structure. The level of theory is the ωB97M-V functional and the def2-TZVPD basis.

Values from the calculation:
HOMO: -6.59 eV
Orbital gap: 6.459 eV

```
67
Properties=species:S:1:pos:R:3:lowdin_charge:R:1
Bi 0.968 0.727 -0.516 1.5749
S -1.644 -0.237 -4.412 1.0349
O -2.224 4.864 -2.044 -0.0526
O -5.041 4.499 1.144 0.0803
N -0.698 2.779 1.216 0.0182
N -3.727 5.470 -0.372 0.0984
N 1.667 -1.285 -2.450 0.0607
N 1.280 -0.715 0.755 -0.3264
C -1.699 3.415 0.633 -0.1066
C -0.695 2.670 2.535 -0.1439
C -0.106 -4.083 1.185 -0.0580
C -0.692 0.261 -2.049 -0.4378
C 2.227 -2.430 -4.907 -0.0592
C 2.253 -4.183 0.920 -0.0711
C -1.995 -1.199 0.551 -0.0732
C -2.528 5.829 -1.055 -0.2647
C -1.944 0.906 -2.134 -0.2444
C -0.991 -1.054 2.863 -0.0727
C -3.921 4.653 0.701 -0.4441
C 3.774 -2.134 2.838 -0.0618
C 1.078 -1.687 -4.730 -0.0340
C -2.749 3.993 1.341 -0.1036
C -2.563 0.726 -3.333 -0.4086
C 1.149 -2.029 0.968 -0.3387
C -1.313 -1.969 1.680 -0.3697
C 4.111 -0.890 0.701 -0.1109
C -0.071 -2.700 1.223 -0.1596
C 2.737 -2.038 -2.615 -0.1215
C 3.071 -2.631 -3.822 -0.0506
C -0.378 -0.386 -3.205 -0.5250
C 1.030 -4.832 0.944 -0.1010
C -1.715 3.163 3.336 -0.0331
C 2.344 -2.805 0.988 -0.1767
C -2.762 3.831 2.727 0.0116
C 0.816 -1.139 -3.468 -0.3185
C 3.713 -2.236 1.307 -0.3748
H 3.566 -0.083 1.181 0.0416
H -3.025 -0.959 0.811 0.0817
H -1.551 5.208 -2.638 0.0945
H -2.017 -2.731 2.036 0.1264
H 5.179 -0.727 0.846 0.0760
H -1.997 -1.791 -0.361 0.0875
H -4.594 5.767 -0.801 0.1530
H 0.972 -5.905 0.838 0.0917
H -1.673 3.442 -0.446 0.0887
H -1.050 -4.586 1.349 0.1061
H -0.306 -0.268 2.555 0.0303
H 2.466 -2.851 -5.873 0.1089
H 3.964 -3.231 -3.912 0.1029
H -1.702 5.911 -0.331 0.1303
H 0.387 -1.514 -5.543 0.0846
H -0.520 -1.629 3.657 0.0830
H -1.902 -0.600 3.250 0.0746
H 0.155 2.156 2.962 0.1080
H 3.348 -2.175 -1.736 0.0921
H 4.454 -2.984 0.995 0.1258
H 3.160 -4.773 0.890 0.1072
H -2.688 6.809 -1.527 0.1316
H -1.465 -0.273 0.359 -0.0029
H 3.604 -3.108 3.293 0.0790
H -2.385 1.467 -1.330 0.0826
H -3.589 4.229 3.299 0.1252
H -3.509 1.115 -3.657 0.0615
H -1.690 3.025 4.406 0.1086
H 4.743 -1.760 3.160 0.0731
H 3.001 -1.453 3.185 0.0794
H 3.899 -0.852 -0.362 0.0307
```

No. 3
This record from the OMol25 dataset describes C28H31FeN4 as an isolated structure. The level of theory is the ωB97M-V functional and the def2-TZVPD basis.

Values from the calculation:
HOMO (alpha / beta): -0.25 / -2.66 eV
Orbital gap (alpha / beta): 2.350 / 4.764 eV
Charge: -1
Spin multiplicity: 5

```
64
Properties=species:S:1:pos:R:3:lowdin_charge:R:1
Fe 2.596 0.587 3.327 0.2140
N -0.827 -0.711 -4.688 -0.0898
N -0.314 -0.290 -0.597 0.0238
N -1.493 1.668 -3.450 -0.1538
N 0.170 -2.822 -3.210 -0.1537
C -4.105 0.715 3.951 -0.1394
C 2.310 -1.066 4.389 -0.1893
C -0.274 0.402 2.119 -0.0076
C -3.691 -0.483 3.347 -0.1264
C 0.043 -1.443 -1.182 -0.0767
C -3.215 1.798 4.023 -0.1185
C 3.990 -0.697 2.784 -0.1966
C -2.431 -0.587 2.775 -0.0552
C -0.801 0.735 -1.296 -0.0735
C 2.964 2.265 2.342 -0.1859
C -0.643 -0.571 -3.348 -0.0873
C -1.719 2.980 -2.884 -0.0623
C 0.532 -4.019 -2.481 -0.0642
C -1.362 1.664 -4.889 -0.1608
C -1.939 1.697 3.480 -0.0460
C -0.323 -3.094 -4.542 -0.1633
C 0.862 1.183 2.481 -0.2928
C -0.111 -1.642 -2.576 -0.1470
C -0.354 -1.861 -5.412 -0.1476
C 2.427 2.520 3.670 -0.1793
C 4.363 0.010 3.997 -0.1975
C -1.000 0.641 -2.695 -0.1463
C 3.325 -0.217 4.986 -0.1972
C 2.720 -1.365 3.026 -0.1931
C -1.511 0.281 -5.477 -0.1479
C 2.041 1.419 1.636 -0.1412
C 1.163 1.840 3.777 -0.1426
C -1.521 0.509 2.792 -0.2162
H -0.381 2.076 -5.189 0.1296
H 0.333 -3.850 -4.987 0.1157
H -2.583 0.032 -5.554 0.1286
H 0.456 1.874 4.601 0.0991
H 1.301 -3.806 -1.733 0.0851
H 2.867 3.167 4.427 0.0906
H -0.331 -4.485 -1.981 0.0958
H -2.096 -1.511 2.302 0.1030
H -1.257 2.547 3.542 0.0965
H -1.338 -3.526 -4.497 0.1288
H -4.364 -1.343 3.327 0.0874
H -5.106 0.799 4.377 0.0797
H -0.780 3.524 -2.694 0.0986
H -1.022 -2.023 -6.265 0.1204
H 3.354 0.101 6.025 0.0850
H -1.030 1.651 -0.747 0.1069
H 2.070 1.093 0.600 0.0982
H 4.595 -0.790 1.886 0.0870
H -3.521 2.725 4.512 0.0903
H 3.874 2.695 1.931 0.0878
H -2.277 2.908 -1.946 0.0866
H 0.658 -1.672 -5.809 0.1291
H 1.454 -1.495 4.904 0.0880
H 0.450 -2.226 -0.539 0.1003
H 0.930 -4.739 -3.205 0.0805
H -2.134 2.328 -5.290 0.1159
H -0.120 -0.399 1.402 0.0747
H 2.219 -2.053 2.350 0.0838
H -2.308 3.558 -3.605 0.0802
H -1.090 0.257 -6.488 0.1204
H 5.299 0.536 4.167 0.0876
```

No. 4
This record from the OMol25 dataset describes C28H31N3O2Re as an isolated structure. The level of theory is the ωB97M-V functional and the def2-TZVPD basis.

Values from the calculation:
HOMO (alpha / beta): -11.82 / -11.80 eV
Orbital gap (alpha / beta): 3.486 / 2.719 eV
Charge: +2
Spin multiplicity: 4

```
65
Properties=species:S:1:pos:R:3:lowdin_charge:R:1
Re 0.508 -0.132 -0.650 1.7028
O 1.253 -0.274 1.051 -0.2322
O 3.520 -0.177 1.171 0.1570
N 1.107 1.086 -2.050 -0.1328
N 2.068 -1.542 3.927 0.0851
N 1.065 -1.345 -2.103 -0.1149
C 1.256 0.623 -3.351 -0.1343
C 1.150 0.386 5.129 -0.0292
C 0.619 -3.598 -2.903 0.0139
C 6.994 -1.563 4.598 -0.0386
C 1.807 -0.159 4.013 -0.2460
C 4.647 -3.808 2.644 -0.0796
C 5.703 -2.137 4.066 -0.2209
C 3.400 -3.272 2.942 -0.0444
C 0.778 -2.688 -1.852 -0.0396
C 1.739 2.602 4.372 -0.0683
C -1.437 -0.019 -1.284 -0.2236
C 5.788 -3.219 3.190 -0.0458
C -1.862 -0.496 3.523 -0.1704
C -1.781 0.965 3.659 -0.1855
C 1.182 -0.841 -3.396 -0.1338
C 1.318 1.628 -4.345 0.0595
C 1.080 3.401 -2.708 0.0117
C 1.281 3.001 -4.041 0.0312
C 1.030 -1.770 -4.451 0.0558
C 4.329 -0.578 5.492 -0.0229
C 2.428 0.064 1.650 -0.4764
C 0.782 -3.128 -4.220 0.0253
C 2.192 0.708 2.975 -0.1174
C 4.454 -1.626 4.436 -0.1518
C 3.322 -2.138 3.765 -0.2253
C 0.950 2.422 -1.727 -0.0472
C 1.118 1.770 5.303 -0.0620
C 2.296 2.078 3.207 -0.0226
H -2.702 1.348 3.267 0.0626
H 0.583 -2.983 -0.799 0.1425
H 0.691 2.678 -0.686 0.1412
H 1.032 4.475 -2.457 0.1465
H 4.319 0.434 5.070 0.0958
H 1.404 3.749 -4.838 0.1475
H 1.771 3.678 4.531 0.1138
H 3.425 -0.700 6.092 0.0851
H 0.626 2.195 6.180 0.1233
H 1.419 1.269 -5.367 0.1351
H -2.718 -1.058 3.919 0.0886
H 6.851 -0.624 5.141 0.0667
H 1.125 -1.361 -5.458 0.1379
H 1.276 -2.148 4.087 0.1424
H -1.825 1.297 4.726 0.0923
H -0.856 -0.864 3.728 0.0349
H 5.173 -0.631 6.181 0.0812
H -1.832 0.354 -0.319 0.0280
H 0.370 -4.661 -2.700 0.1491
H 7.499 -2.272 5.273 0.0984
H -0.921 1.443 3.243 0.0456
H 2.806 2.689 2.466 0.1207
H 2.477 -3.683 2.524 0.1038
H 6.785 -3.594 2.945 0.1201
H -1.720 0.703 -2.068 0.0424
H -1.910 -0.989 -1.505 0.0414
H 0.698 -0.304 5.850 0.1375
H 7.695 -1.363 3.773 0.0907
H -1.936 -0.750 2.417 0.0616
H 4.730 -4.659 1.974 0.1028
H 0.716 -3.832 -5.054 0.1436
```